This record from OMol25 describes C5H9NO in the gas phase. The level of theory is wB97M-V/def2-TZVPD.

The geometry in ORCA input format:
```
! RIJCOSX wB97M-V def2-TZVPD def2/J DEFGRID3
* xyz 0 1
C 0.6520 2.4901 0.1234
C -0.0007 1.1803 0.3356
N -0.5776 0.7890 1.3769
O -1.0858 -0.4436 1.3300
C -0.7601 -1.0725 -0.0880
C 0.0250 -2.3475 0.1477
C -0.0362 0.0225 -0.8095
H 0.1421 3.0367 -0.6793
H 1.6963 2.3464 -0.1729
H 0.6104 3.0801 1.0418
H -1.7499 -1.2857 -0.5018
H -0.4938 -2.9643 0.8828
H 1.0172 -2.1167 0.5374
H 0.1257 -2.9092 -0.7823
H -0.5593 0.4198 -1.6771
H 0.9948 -0.2255 -1.0647
*
```

Calculated values
E_LUMO = 0.98 eV
energy = -325.84810 hartree
frontier orbital gap = 10.0 eV
relative energy (zero: lowest compared OMol25 entry of this formula, charge and spin) = 56.1 kcal/mol

=====

This record from OMol25 describes 4 unconnected molecules or ions with the total composition C34H73ClN3O5. The level of theory is wB97M-V/def2-TZVPD.

The geometry in ORCA input format:
```
! RIJCOSX wB97M-V def2-TZVPD def2/J DEFGRID3
* xyz 1 1
C -4.0914 -1.9581 1.5150
C -3.1860 -2.0121 0.2567
C -3.4634 -0.8227 -0.6967
C -2.5955 0.3939 -0.2539
C -1.8688 1.0559 -1.4455
C -0.4714 1.6001 -1.0903
C -0.5849 2.4331 0.2229
C -0.0641 1.8136 1.5520
C -1.2064 1.5310 2.5766
C -1.0687 0.1661 3.2776
C 0.2868 0.0536 4.0030
O 1.1616 -0.8663 3.3215
C 1.1392 -2.1255 3.8516
C 0.7091 -3.2283 2.9067
O 1.4003 -2.3559 4.9619
C 0.5993 0.5134 -1.1492
C 0.3164 -0.8366 -0.4598
C 1.9860 1.0827 -0.8514
N 2.2827 1.9905 -2.0268
C 1.2805 2.9177 -2.1251
N 1.6543 4.1702 -2.1325
C 0.7786 5.3270 -2.1819
Cl 0.6507 5.9486 -0.4766
C 1.3756 6.4923 -3.0060
C 0.9305 6.5119 -4.4878
N -0.0618 2.6162 -2.1706
C -0.5122 2.2338 -3.5355
C 0.3003 2.8796 -4.6782
H -4.4698 -0.9527 1.7042
H -3.5645 -2.2956 2.4077
H -4.9022 -2.6635 1.3479
H -3.3549 -2.9590 -0.2554
H -2.1466 -2.0243 0.5982
H -4.5292 -0.6090 -0.6254
H -3.2144 -1.1719 -1.7013
H -1.9407 0.0191 0.5227
H -3.2968 1.1087 0.1752
H -1.8064 0.3035 -2.2306
H -2.5104 1.8667 -1.7881
H -0.0687 3.3826 0.0811
H -1.6151 2.7383 0.3963
H 0.5314 2.5853 2.0462
H 0.6065 0.9646 1.4483
H -2.1967 1.6236 2.1353
H -1.1608 2.2900 3.3614
H -1.2270 -0.6162 2.5304
H -1.8557 0.0896 4.0294
H 0.1271 -0.2299 5.0399
H 0.7857 1.0204 3.9894
H 1.5753 -3.7887 2.5489
H 0.0506 -3.9375 3.3983
H 0.2224 -2.8007 2.0275
H 0.6731 0.2496 -2.2107
H 1.2274 -1.4328 -0.5319
H -0.0411 -0.7755 0.5606
H -0.4072 -1.3709 -1.0762
H 2.0298 1.6580 0.0721
H 2.6689 0.2389 -0.8858
H 3.1562 2.4570 -1.7895
H 2.6434 4.3822 -2.0704
H -0.2134 5.0785 -2.5302
H 2.4567 6.4812 -2.8578
H 0.9697 7.3883 -2.5512
H 1.7777 6.2262 -5.1098
H 0.0425 5.9221 -4.6970
H 0.7081 7.5436 -4.7545
H -0.4564 1.1638 -3.7332
H -1.5234 2.6070 -3.6608
H 1.2153 2.3147 -4.8596
H 0.5463 3.9180 -4.4863
H -0.2846 2.8425 -5.5949
C 5.7292 10.5831 -1.7565
C 5.2617 9.1466 -1.9043
O 4.7961 8.8244 -3.2063
C 5.7353 8.9705 -4.2605
C 6.9735 8.1044 -4.1075
H 4.9288 11.2744 -2.0241
H 6.0293 10.7777 -0.7263
H 6.5825 10.8035 -2.3987
H 4.4169 8.9753 -1.2347
H 6.0472 8.4465 -1.5982
H 6.0083 10.0234 -4.3823
H 5.2091 8.6818 -5.1716
H 7.5452 8.3619 -3.2150
H 7.6298 8.2279 -4.9693
H 6.6960 7.0513 -4.0271
C -5.7705 -6.8296 2.4430
C -4.3335 -6.4996 2.0791
O -3.8109 -5.3744 2.7717
C -3.7727 -5.4704 4.1852
C -2.9284 -6.6230 4.6964
H -6.4190 -5.9707 2.2594
H -6.1263 -7.6700 1.8459
H -5.8746 -7.1008 3.4944
H -4.2813 -6.2473 1.0190
H -3.6831 -7.3689 2.2212
H -4.7884 -5.5191 4.5923
H -3.3448 -4.5303 4.5393
H -3.3226 -7.5892 4.3780
H -2.8973 -6.6194 5.7868
H -1.9087 -6.5435 4.3166
C 0.2389 -7.5376 2.6250
C -0.5718 -8.8063 2.4249
O -1.3319 -8.8111 1.2286
C -0.6009 -8.6989 0.0206
C 0.4024 -9.8178 -0.1994
H -0.4157 -6.6633 2.6144
H 0.7646 -7.5705 3.5807
H 0.9844 -7.3987 1.8404
H -1.2903 -8.9014 3.2403
H 0.0677 -9.6941 2.4730
H -0.1124 -7.7192 -0.0389
H -1.3419 -8.7222 -0.7797
H 1.1759 -9.8311 0.5699
H 0.8959 -9.6988 -1.1649
H -0.0975 -10.7873 -0.1790
*
```

Calculated values
E_LUMO = -3.13 eV
energy = -2339.62719 hartree
frontier orbital gap = 7.8 eV

=====

This record from OMol25 describes a molecular structure, C16H29N2O6PS. The level of theory is wB97M-V/def2-TZVPD.

The geometry in ORCA input format:
```
! RIJCOSX wB97M-V def2-TZVPD def2/J DEFGRID3
* xyz 0 1
C -2.8998 0.2715 5.3353
C -2.5427 -0.7084 4.2339
O -2.0053 -0.0968 3.0819
C -2.9342 0.6682 2.3505
C -2.5273 0.7047 0.8779
C -1.4909 1.7875 0.5918
C -1.9990 3.0115 0.2995
C -1.1639 4.1317 0.0733
N -1.5303 5.3676 -0.2296
S -0.1451 6.2086 -0.3477
N 0.9072 5.0649 -0.0255
C 0.2281 3.9332 0.1926
C 0.7825 2.6616 0.4884
C 2.2819 2.5898 0.6394
O 2.6841 2.2618 1.9711
O 1.8945 3.0372 2.8559
C -0.0479 1.5816 0.6469
P 0.5083 -0.1360 0.9266
C -0.1252 -0.9395 -0.6261
O 2.1263 -0.2058 0.6530
H -3.5177 -0.2236 6.0801
H -2.0123 0.6344 5.8406
H -3.4533 1.1229 4.9523
H -3.3918 -1.3419 3.9677
H -1.7696 -1.3721 4.6112
H -2.9342 1.6949 2.7215
H -3.9524 0.2890 2.4687
H -3.4101 0.9876 0.3136
H -2.2359 -0.2764 0.5292
H -3.0671 3.1579 0.2509
H 2.6874 3.5752 0.4185
H 2.7457 1.8891 -0.0398
H 1.4605 2.3726 3.4051
H -0.7928 -0.2525 -1.1329
H 0.7247 -1.1069 -1.2840
H -0.6232 -1.8728 -0.3986
H 2.4739 -0.9455 1.1583
C 2.8621 -3.8121 -2.1018
C 2.6707 -4.3693 -0.7040
O 1.8400 -3.5138 0.0770
H 3.3050 -2.8160 -2.0548
H 3.5088 -4.4566 -2.6998
H 1.8976 -3.7173 -2.6083
H 3.6242 -4.4437 -0.1838
H 2.2257 -5.3689 -0.7454
H 0.9899 -3.4480 -0.3681
C 0.6915 -0.9493 -5.8859
C 0.8738 -1.5580 -4.5080
O -0.0430 -2.6289 -4.2833
H -0.3278 -0.5815 -6.0054
H 1.3842 -0.1218 -6.0450
H 0.8631 -1.6972 -6.6637
H 0.6851 -0.8158 -3.7340
H 1.8964 -1.9301 -4.3831
H 0.1192 -3.2989 -4.9539
*
```

Calculated values
E_LUMO = -0.38 eV
energy = -1927.41941 hartree
frontier orbital gap = 7.5 eV
relative energy (zero: lowest compared OMol25 entry of this formula, charge and spin) = 0.0 kcal/mol